# 1
# C24H17BiN7O4S

A structure of composition C24H17BiN7O4S (ωB97M-V/def2-TZVPD, the OMol25 dataset).

Its spin multiplicity is 2. The energy above the lowest of the compared OMol25 structures with the same formula, charge and spin comes out at 0.0 kJ/mol. As for the gap between HOMO and LUMO (alpha / beta): 4.361 / 5.494 eV. The expectation value of S² is 1.664. The molar mass is 708.49 g mol⁻¹. The value obtained for the HOMO energy (alpha / beta) is 0.15 / -0.98 eV. Its charge is -2. The value obtained for the total energy is -2221.74573 Ha. The value obtained for the LUMO energy (alpha / beta) is 4.51 / 4.51 eV.

Last column: Mulliken charge in e.
Geometry (Å):
Bi1 -0.36202 -0.18661 0.04685  1.302
N1 3.26040 -1.83398 -1.13980  -0.404
C1 3.65919 -0.56289 -0.79006  0.286
N2 4.98827 -0.34801 -0.79796  -0.764
C2 5.29686 0.92577 -0.51412  0.463
N3 6.65848 1.20727 -0.47730  -0.482
N4 4.48013 1.91436 -0.25088  -0.582
C3 3.14399 1.57948 -0.23637  -0.703
N5 2.71228 0.31123 -0.51426  -0.095
C4 2.20099 2.58755 0.08534  0.875
C5 2.64417 3.90911 0.40248  -0.803
C6 1.74313 4.88549 0.70450  -0.336
C7 0.36471 4.57705 0.71222  -1.044
C8 0.00431 3.28158 0.39444  0.063
N6 0.84879 2.30124 0.06554  -0.061
H1 3.94299 -2.54787 -0.94744  0.278
H2 2.31892 -2.04996 -0.84398  0.211
H3 7.21296 0.58667 -1.04235  0.259
H4 6.86061 2.18801 -0.57567  0.264
H5 3.70853 4.09559 0.40421  0.386
H6 2.08314 5.88608 0.95119  0.355
H7 -0.39212 5.30614 0.96935  0.431
H8 -1.04059 3.00272 0.43002  0.369
C9 -2.54381 0.69548 0.09218  -0.701
C10 -3.40948 1.82705 -0.02473  0.883
C11 -3.14919 2.85702 -0.95855  -0.339
C12 -3.98104 3.95330 -1.07347  -0.558
C13 -5.12216 4.07583 -0.27741  -0.454
C14 -5.40842 3.06218 0.63848  -0.407
C15 -4.58125 1.96151 0.76683  -0.615
H9 -2.28070 2.76914 -1.60108  0.379
H10 -3.74536 4.72521 -1.79885  0.358
H11 -5.77157 4.93801 -0.37186  0.355
H12 -6.28914 3.14200 1.26822  0.334
H13 -4.80417 1.18616 1.48830  0.402
O1 -0.30265 -3.32660 -1.82757  -0.735
C16 0.14204 -3.57094 -0.71979  -0.040
N7 0.27232 -2.70371 0.33036  0.306
C17 0.83103 -3.36131 1.40435  -0.250
O2 1.07363 -2.91697 2.50579  -0.683
C18 1.12833 -4.79508 0.98839  0.264
C19 1.74791 -5.83258 1.65183  -0.409
C20 1.91655 -7.03319 0.96099  -0.393
C21 1.47925 -7.16575 -0.35429  -0.373
C22 0.86284 -6.10127 -1.01248  -0.459
C23 0.69683 -4.92595 -0.31126  0.352
H14 2.08768 -5.70780 2.67329  0.457
H15 2.40069 -7.87203 1.44768  0.359
H16 1.62781 -8.10644 -0.87196  0.361
H17 0.52372 -6.18506 -2.03823  0.449
O3 -2.09803 -1.38503 0.79740  -0.604
O4 -3.09419 -0.32848 0.74688  -0.112
S1 -0.98307 0.72937 3.37276  -0.243
C24 0.11549 0.34501 2.32283  -0.153

---

# 2
# C27H59FNO11PSi

A cluster of 10 separate species, C27H59FNO11PSi in total in a non-equilibrium geometry (ωB97M-V/def2-TZVPD, the OMol25 dataset).

The energy above the lowest of the compared OMol25 structures with the same formula, charge and spin comes out at 0.0 kJ/mol. As for the gap between HOMO and LUMO: 9.389 eV. The molar mass is 651.82 g mol⁻¹. The value obtained for the HOMO energy is -8.98 eV. Its charge is 0. As for the SMILES: N=P(O)(O)[SiH2]F.CC(C)=O.CC(C)=O.CC(C)=O.CC(C)=O.CC(C)=O.CC(C)=O.CC(C)=O.CC(C)=O.CC(C)=O. The value obtained for the total energy is -2677.36833 Ha. The value obtained for the LUMO energy is 0.41 eV.

Last column: Mulliken charge in e.
Geometry (Å):
N1 0.49473 5.44760 -0.58726  -0.636
P1 1.79296 4.59284 -0.69795  0.964
O1 2.72844 5.00998 -1.94025  -0.552
O2 1.44503 3.05377 -0.95440  -0.398
Si1 2.97844 4.75490 1.21148  0.487
F1 3.89419 6.05028 1.04205  -0.271
H1 0.37936 6.18881 -1.26578  0.149
H2 2.32137 5.74436 -2.40796  0.299
H3 1.47169 2.50975 -0.15447  0.169
H4 3.83614 3.58608 1.47321  -0.101
H5 2.00242 4.97033 2.28532  -0.105
C1 2.64872 0.28338 -2.78971  -0.861
C2 2.80856 -0.33139 -1.42604  0.937
O3 2.46011 0.25752 -0.42366  -0.419
C3 3.41721 -1.70680 -1.37000  -0.903
H6 2.20099 1.27080 -2.69056  0.129
H7 3.62741 0.37606 -3.25984  0.194
H8 2.00651 -0.34108 -3.41443  0.307
H9 4.41739 -1.68391 -1.80586  0.344
H10 2.80554 -2.40708 -1.94159  0.300
H11 3.48245 -2.05538 -0.34249  0.019
C4 -2.42122 1.88295 0.55333  -1.258
C5 -1.25545 1.18930 1.21852  0.996
O4 -0.86981 1.52446 2.31766  -0.619
C6 -0.61651 0.06754 0.44717  -0.619
H12 -2.80151 2.66316 1.20956  0.207
H13 -2.10433 2.33433 -0.38857  0.368
H14 -3.21669 1.16432 0.35228  0.337
H15 -0.23011 0.44677 -0.50067  0.281
H16 -1.35498 -0.71447 0.24417  0.229
H17 0.20717 -0.35305 1.02030  0.188
C7 5.57151 3.08602 -2.21642  -0.623
C8 5.66940 2.53112 -3.61485  0.868
O5 5.55254 1.34687 -3.82906  -0.589
C9 5.91113 3.52009 -4.72863  -1.191
H18 5.39448 2.27327 -1.51453  0.223
H19 6.50089 3.59232 -1.94974  0.414
H20 4.74862 3.79894 -2.16006  -0.071
H21 6.85139 4.04773 -4.56257  0.341
H22 5.10090 4.25024 -4.75808  0.290
H23 5.95737 2.99461 -5.67950  0.328
C10 3.34780 -4.95755 3.51979  -1.046
C11 3.52250 -3.80421 2.56199  0.849
O6 3.94432 -3.97954 1.43963  -0.577
C12 3.14953 -2.42880 3.05762  -0.537
H24 3.65799 -5.87790 3.02848  0.342
H25 3.95640 -4.80064 4.41096  0.312
H26 2.30451 -5.03536 3.81977  0.204
H27 3.75137 -2.17066 3.92999  0.347
H28 2.09913 -2.40915 3.34222  -0.038
H29 3.32803 -1.69858 2.26948  0.130
C13 -1.91541 -2.13531 -3.57181  -0.915
C14 -1.83038 -2.71799 -2.18676  0.905
O7 -2.20026 -2.10574 -1.20810  -0.586
C15 -1.25788 -4.10912 -2.07123  -1.178
H30 -2.33687 -1.13288 -3.51759  0.297
H31 -0.92042 -2.08287 -4.01631  0.298
H32 -2.54188 -2.75703 -4.20290  0.162
H33 -0.23858 -4.12730 -2.45969  0.305
H34 -1.86253 -4.80873 -2.65011  0.353
H35 -1.24839 -4.41605 -1.02789  0.315
C16 -4.34994 -4.99298 -7.54755  -1.141
C17 -3.67448 -3.72344 -7.09042  0.842
O8 -2.79515 -3.73636 -6.25929  -0.551
C18 -4.14694 -2.43531 -7.71916  -1.081
H36 -3.92127 -5.84325 -7.02292  0.292
H37 -5.41972 -4.94326 -7.33920  0.338
H38 -4.20946 -5.12496 -8.62125  0.345
H39 -5.20898 -2.28857 -7.51717  0.323
H40 -3.99887 -2.47041 -8.79936  0.335
H41 -3.58469 -1.60054 -7.30760  0.278
C19 -1.12548 -2.64317 5.11387  -0.823
C20 0.03000 -3.30889 5.81206  0.654
O9 1.09167 -3.49529 5.25654  -0.450
C21 -0.18907 -3.73355 7.24411  -1.214
H42 -0.83562 -2.39293 4.09577  0.145
H43 -1.98630 -3.30776 5.08932  0.346
H44 -1.40982 -1.73143 5.63666  0.368
H45 -1.01190 -4.44765 7.29874  0.332
H46 -0.43967 -2.86557 7.85531  0.335
H47 0.71564 -4.19680 7.63139  0.306
C22 -1.71072 4.79407 2.69713  -0.752
C23 -1.10287 6.07009 3.22306  0.662
O10 -0.20854 6.06122 4.03719  -0.566
C24 -1.65513 7.36447 2.67575  -1.184
H48 -1.22833 3.93391 3.15623  0.237
H49 -2.77895 4.76804 2.92347  0.430
H50 -1.57341 4.74502 1.61434  0.191
H51 -2.71925 7.44498 2.90432  0.340
H52 -1.52142 7.39252 1.59311  0.273
H53 -1.12827 8.20310 3.12515  0.328
C25 -4.14258 -0.71965 2.33379  -0.589
C26 -4.64922 -1.32376 3.62086  0.570
O11 -3.89290 -1.72569 4.47417  -0.488
C27 -6.14754 -1.40364 3.79109  -1.219
H54 -3.05481 -0.72875 2.33255  -0.062
H55 -4.50200 -1.29891 1.48129  0.382
H56 -4.49135 0.31026 2.24496  0.383
H57 -6.58259 -2.00806 2.99372  0.331
H58 -6.58206 -0.40383 3.74813  0.326
H59 -6.38147 -1.85517 4.75217  0.334

---

# 3
# C25H38N7O2P2SbScSe5

A structure of composition C25H38N7O2P2SbScSe5 (ωB97M-V/def2-TZVPD, the OMol25 dataset).

The energy above the lowest of the compared OMol25 structures with the same formula, charge and spin comes out at 0.0 kJ/mol. As for the gap between HOMO and LUMO: 5.442 eV. The molar mass is 1092.09 g mol⁻¹. The value obtained for the HOMO energy is -4.43 eV. Its charge is -1. The value obtained for the total energy is -15200.27362 Ha. The value obtained for the LUMO energy is 1.01 eV.

Last column: Mulliken charge in e.
Geometry (Å):
Sc1 1.51460 -0.04040 1.04559  -0.748
N1 3.69485 -0.84374 0.45438  0.358
N2 4.55761 -0.83956 1.58958  -0.309
C1 4.09476 -0.21663 2.68113  0.441
N3 4.54455 -0.50755 3.87733  -0.254
N4 3.16896 0.73292 2.36118  -0.032
N5 2.34446 1.19758 3.29744  1.014
O1 2.62102 1.39833 4.45408  -0.749
O2 1.20935 1.42303 2.80415  -0.364
H1 3.66843 -1.85329 0.20394  0.014
H2 4.17002 -0.35103 -0.29720  0.112
H3 5.04171 -1.75126 1.68902  0.175
H4 4.76555 -1.51796 4.07137  -0.042
H5 4.12400 -0.00218 4.64303  0.326
C2 -2.15153 -1.51184 1.62592  -1.265
P1 -1.31858 -0.03196 0.95400  1.510
C3 -1.73677 -0.07303 -0.85848  -0.320
N6 -2.83913 0.50791 -1.24417  -0.175
C4 -3.09838 0.59258 -2.57609  0.019
C5 -4.27743 1.23309 -3.01933  -0.458
C6 -4.52753 1.33738 -4.35764  -0.582
C7 -3.61639 0.81213 -5.30350  -0.490
C8 -2.47219 0.18875 -4.89503  -0.563
C9 -2.19691 0.06656 -3.51444  0.123
N7 -1.06583 -0.56648 -3.10557  -0.203
C10 -0.82883 -0.65007 -1.82489  0.308
P2 0.73150 -1.50447 -1.31450  1.316
C11 1.80541 -1.14216 -2.74799  -1.645
C12 0.33760 -3.32539 -1.55962  1.726
C13 -0.20536 -3.63394 -2.95512  -1.950
C14 1.64640 -4.08428 -1.33429  -1.207
C15 -0.67283 -3.78500 -0.51534  -1.431
C16 -2.33808 1.34891 1.69548  2.176
C17 -1.93086 2.66550 1.03590  -1.913
C18 -1.96004 1.41469 3.18318  -1.829
C19 -3.85045 1.12729 1.61022  -1.887
H6 -3.13988 -1.65124 1.18738  0.417
H7 -2.24504 -1.37267 2.70330  0.449
H8 -1.53382 -2.38676 1.47849  0.063
H9 -4.95458 1.63149 -2.27487  0.454
H10 -5.42817 1.82814 -4.70326  0.400
H11 -3.83290 0.90832 -6.35955  0.395
H12 -1.75718 -0.22269 -5.59527  0.461
H13 1.34319 -1.45492 -3.68121  0.441
H14 2.75284 -1.66445 -2.60914  0.365
H15 1.99094 -0.06974 -2.79355  0.435
H16 0.51783 -3.41278 -3.74042  0.339
H17 -1.12792 -3.09847 -3.17655  0.310
H18 -0.41695 -4.70592 -2.99822  0.528
H19 2.40431 -3.84506 -2.08241  0.331
H20 1.45300 -5.15857 -1.38235  0.464
H21 2.06835 -3.88661 -0.34855  -0.181
H22 -1.62074 -3.24747 -0.60041  0.332
H23 -0.26549 -3.68265 0.49104  -0.019
H24 -0.87606 -4.84764 -0.67067  0.580
H25 -0.85448 2.83124 1.11410  0.021
H26 -2.43023 3.49283 1.54865  0.653
H27 -2.20983 2.70016 -0.01692  0.254
H28 -0.91095 1.64700 3.33385  0.202
H29 -2.18629 0.48668 3.71209  0.390
H30 -2.55383 2.20713 3.64745  0.537
H31 -4.19504 1.03682 0.58393  0.168
H32 -4.34534 1.98742 2.07131  0.560
H33 -4.15560 0.24064 2.16875  0.368
Se1 1.79225 1.78492 -0.92496  -0.262
C20 1.27596 3.46705 -0.17177  -0.027
C21 1.78652 3.91522 1.04357  -0.003
C22 1.37674 5.12870 1.57810  -0.607
C23 0.46617 5.92413 0.89645  -0.494
C24 -0.02414 5.49726 -0.33050  -0.528
C25 0.37564 4.27926 -0.85969  -0.477
H34 2.51094 3.30619 1.57156  0.402
H35 1.77440 5.45273 2.53209  0.394
H36 0.14589 6.86980 1.31490  0.375
H37 -0.73032 6.11140 -0.87644  0.371
H38 -0.02130 3.93985 -1.80845  0.408
Se2 1.55887 -5.99152 2.49088  -0.639
Sb1 3.04598 -4.11784 2.66507  0.732
Se3 1.33971 -2.09280 2.47399  -0.042
Se4 4.22321 -3.63241 4.74420  -0.714
Se5 4.65968 -3.94656 0.80032  -0.809